120
Properties=species:S:1:pos:R:3:forces:R:3:lowdin_charge:R:1 method="wB97M-V/def2-TZVPD" gap_ev=8.7 homo_ev=-8.66 e_above_lowest_kj_mol=449.9 mol_weight_g_mol=660.9 smiles="NC(N)=O.NC(N)=O.NC(N)=O.CC(C)O.CC(C)O.CC(C)O.CC(C)O.CC(C)O.CC(C)O.CC(C)O.CC(C)O" max_force_ha_per_bohr=0.1533
C -0.70884 6.26814 0.37281 -0.294 0.288 -0.095 -0.056
C -1.18644 4.86471 0.00209 0.252 -0.032 0.640 -0.486
C -0.84067 4.44875 -1.42836 0.076 0.409 0.088 -0.039
O -0.51987 3.96135 0.85739 0.843 -1.083 0.173 -0.070
H -1.04342 6.54577 1.37234 -0.363 -0.094 0.095 0.073
H -1.08557 7.02996 -0.30969 0.089 0.037 -0.074 0.081
H 0.37628 6.33138 0.45416 0.114 -0.200 -0.507 0.086
H -2.22735 4.74385 0.30207 -0.528 0.332 -0.796 0.119
H -1.48389 4.90852 -2.17868 -0.010 0.266 0.101 0.078
H -0.85424 3.37968 -1.64050 -0.145 -0.074 0.525 0.050
H 0.18672 4.77735 -1.58518 0.064 0.016 -0.255 0.079
H -0.44814 4.32662 1.74228 -0.082 0.037 0.102 0.083
C 2.02046 -5.15065 2.56323 1.527 -0.281 -0.530 -0.067
C 1.93749 -4.57718 3.92099 -0.299 3.333 -0.720 -0.488
C 2.43732 -3.06422 3.93749 1.100 -1.574 -0.898 -0.033
O 0.56449 -4.46767 4.14205 -1.300 -0.927 1.267 -0.056
H 3.03913 -4.92079 2.25085 0.178 -0.331 -0.534 0.078
H 1.33776 -4.64242 1.88227 -0.128 -0.287 0.084 0.089
H 1.92083 -6.23493 2.61334 -0.320 0.055 -0.387 0.088
H 2.56235 -5.14608 4.60947 -0.501 -0.231 0.537 0.132
H 2.46965 -2.59865 2.95246 -0.657 -0.239 -0.310 0.047
H 3.50693 -3.15538 4.12649 0.107 0.692 0.875 0.075
H 1.83494 -2.41050 4.56827 0.519 -0.242 0.422 0.050
H 0.42293 -3.89463 4.89914 -0.175 0.024 0.112 0.056
C -0.11364 -1.44753 1.05867 0.055 0.162 -0.023 -0.026
C -0.80828 -0.78273 -0.11494 -0.162 2.155 -1.415 -0.460
C -0.06367 0.43511 -0.74210 0.636 -0.123 2.303 -0.036
O -0.99811 -1.64287 -1.19836 0.549 -1.604 -1.103 -0.080
H -0.01004 -0.80353 1.93196 -0.228 0.179 -0.063 0.059
H 0.90326 -1.69459 0.75375 0.052 -0.145 -0.156 0.064
H -0.60546 -2.36604 1.37893 -0.127 0.029 -0.105 0.074
H -1.83330 -0.42237 -0.02799 -0.089 0.256 1.630 0.121
H -0.59804 0.93527 -1.54980 0.317 -0.480 -0.163 0.054
H 0.99478 0.20972 -0.87249 -0.045 -0.454 -1.165 0.066
H 0.10314 1.18420 0.03195 -0.664 0.413 0.295 0.056
H -1.67511 -2.26345 -0.91882 -0.406 -0.752 -0.088 0.054
C 1.49354 4.00959 -4.84447 -0.296 1.658 -0.077 -0.071
C 2.63603 3.12050 -4.51805 0.180 -1.668 1.930 -0.516
C 2.19541 1.95851 -3.56503 0.699 1.377 0.084 -0.038
O 3.12664 2.52127 -5.68041 -0.089 0.107 -0.789 -0.034
H 0.52206 3.51701 -4.88559 0.009 -0.117 0.095 0.081
H 1.67333 4.50970 -5.79613 0.003 -0.136 -0.257 0.086
H 1.46710 4.85217 -4.15349 -0.419 -0.135 0.338 0.078
H 3.44786 3.66318 -4.03376 0.083 0.130 -0.123 0.137
H 1.35556 1.41898 -4.00281 0.156 -0.124 0.163 0.055
H 1.94456 2.39660 -2.59898 -0.468 -0.077 0.149 0.063
H 3.05277 1.31467 -3.36878 -0.144 -0.240 -0.295 0.079
H 2.26939 2.39158 -6.09260 0.343 -0.774 -1.143 0.082
C 2.68865 0.34479 2.03639 -0.032 -0.990 0.390 -0.071
C 3.96048 1.08954 1.72328 -1.431 0.742 0.104 -0.498
C 4.10975 1.09734 0.25407 0.203 -0.455 -1.400 -0.058
O 3.66872 2.43342 2.07721 0.808 0.782 0.695 -0.047
H 1.84693 0.83087 1.54311 0.181 -0.074 -0.270 0.072
H 2.41804 0.34402 3.09227 0.294 -0.085 0.242 0.080
H 2.80204 -0.68505 1.69775 -0.352 -0.165 0.031 0.062
H 4.83952 0.74260 2.26643 0.079 -0.245 -0.074 0.144
H 4.89563 1.75247 -0.12184 0.161 -0.205 0.123 0.093
H 3.17805 1.42109 -0.20985 -0.108 0.292 0.136 0.075
H 4.21827 0.07423 -0.10591 0.453 -0.034 -0.145 0.064
H 3.85971 2.46402 3.01752 -0.190 0.523 0.166 0.085
C 5.41148 -2.88729 -0.98599 -0.009 -0.101 -0.726 -0.037
C 3.98191 -3.53576 -0.95073 0.109 0.757 -0.143 -0.453
C 2.91335 -2.75871 -1.73125 0.362 0.572 0.006 -0.057
O 4.05141 -4.89019 -1.40995 0.663 0.346 0.146 -0.051
H 5.48586 -1.80217 -0.91469 -0.965 0.200 0.055 0.054
H 5.86817 -3.07364 -1.95800 -0.163 -0.294 -0.201 0.077
H 6.18444 -3.16982 -0.27128 -0.540 -0.834 0.358 0.068
H 3.55956 -3.51238 0.05385 0.440 -0.214 0.526 0.106
H 3.10637 -2.56355 -2.78612 0.188 -0.417 -0.092 0.087
H 2.79948 -1.76692 -1.29367 -0.002 0.138 0.211 0.058
H 1.94183 -3.23827 -1.61178 -0.029 -0.159 -0.112 0.068
H 3.16810 -5.26548 -1.38715 -0.111 0.061 0.023 0.080
C -3.74884 3.33703 2.77284 -0.626 1.141 -0.491 -0.061
C -2.96607 2.21108 3.39651 -0.385 -0.006 -1.153 -0.498
C -2.32612 1.21747 2.42335 -0.391 -0.248 0.428 -0.035
O -1.95917 2.79283 4.18347 0.965 -0.108 0.726 -0.043
H -4.36158 3.10962 1.90053 -0.022 -0.444 0.054 0.082
H -3.13259 4.18589 2.47659 0.517 -0.256 -0.154 0.064
H -4.40886 3.79356 3.51045 -0.244 -0.156 0.177 0.074
H -3.68494 1.67275 4.01420 0.137 -0.408 0.232 0.131
H -3.09443 0.65097 1.89717 -0.219 0.067 0.024 0.084
H -1.81095 0.47981 3.03862 0.257 -0.014 -0.193 0.051
H -1.66760 1.61919 1.65324 0.096 0.422 0.321 0.066
H -2.33460 3.10944 5.00834 -0.059 0.076 -0.003 0.090
C -3.25730 1.27569 -2.45081 0.591 -0.355 -0.498 -0.038
C -4.23243 1.94876 -3.43096 0.122 0.367 0.353 -0.491
C -3.54153 2.67285 -4.54812 2.173 0.369 0.441 -0.066
O -5.12788 1.06448 -4.09256 -0.312 -0.500 1.024 -0.038
H -2.54984 0.62833 -2.96901 -0.105 -0.247 -0.174 0.064
H -3.65092 0.70817 -1.60755 -0.685 -0.092 -0.358 0.083
H -2.62640 2.01216 -1.95314 -0.146 0.471 -0.240 0.055
H -4.72063 2.68281 -2.78992 -0.811 0.096 -0.117 0.128
H -2.80191 3.35427 -4.12774 -0.077 0.517 0.102 0.065
H -4.14273 3.23447 -5.26314 -0.282 -0.283 0.168 0.085
H -2.88572 1.95735 -5.04417 -0.346 -0.187 -0.526 0.084
H -5.71827 1.64221 -4.58171 -0.168 -0.170 -0.149 0.083
C -1.77585 -1.97571 4.86641 -2.046 -0.113 0.517 -0.736
O -2.21763 -1.98421 3.75117 -0.209 0.004 -1.901 0.045
N -2.54247 -2.27830 5.92568 -1.910 -0.964 1.707 0.158
N -0.58889 -1.57293 5.24693 2.845 0.649 0.285 0.178
H -3.51179 -2.51785 5.77356 0.360 -0.071 -0.127 0.113
H -2.18227 -2.47952 6.84756 -0.011 0.080 -0.312 0.105
H -0.08330 -1.05264 4.54423 0.280 0.045 0.419 0.114
H -0.53591 -1.36503 6.23388 0.661 0.466 -0.462 0.120
C 0.31719 -1.71681 -4.65141 0.760 3.013 -0.376 -0.910
O 0.98168 -1.39367 -5.56523 2.961 0.137 -5.422 0.068
N -0.23944 -0.78988 -3.97097 -3.222 5.788 2.795 0.172
N 0.13835 -2.84006 -4.14689 -0.481 -7.598 2.048 0.203
H -0.70322 -0.87386 -3.07769 -0.123 -0.238 -0.186 0.063
H -0.34122 0.06214 -4.50370 0.103 0.026 0.575 0.107
H -0.14090 -2.82792 -3.17634 -0.070 -0.924 -0.162 0.106
H 0.55539 -3.61085 -4.64895 -0.006 -0.193 0.786 0.135
C -3.70944 -4.06449 0.66435 3.533 1.482 -0.114 -0.753
O -2.92797 -3.80530 -0.25908 -0.233 0.340 -0.192 0.016
N -3.63755 -3.57338 1.87662 -0.111 1.572 2.318 0.181
N -4.59142 -4.99662 0.60203 -3.307 -3.700 -2.795 0.160
H -2.91111 -2.95639 2.21086 -0.290 0.075 0.040 0.065
H -4.46287 -3.76684 2.42573 0.655 0.489 0.492 0.108
H -5.19614 -5.39112 1.30827 0.458 0.358 -0.155 0.121
H -4.59883 -5.37361 -0.33495 -0.597 -0.448 0.245 0.124